No. 1
{"formula": "C8H18F2S2Si", "method": "ωB97M-V/def2-TZVPD", "species": ["C", "C", "F", "C", "Si", "S", "C", "C", "F", "C", "C", "C", "S", "H", "H", "H", "H", "H", "H", "H", "H", "H", "H", "H", "H", "H", "H", "H", "H", "H", "H"], "positions_angstrom": [[1.57612, -2.53363, 1.65874], [0.49418, -2.31945, 0.60676], [-0.72171, -2.11708, 1.26357], [0.75005, -1.17459, -0.36573], [0.49823, 0.60135, 0.24709], [0.73981, 0.83687, 2.36646], [1.76277, 1.62106, -0.72960], [1.90629, 3.07433, -0.33602], [2.58907, 3.18461, 0.85897], [-1.21195, 1.32612, -0.09352], [-2.05578, 0.63532, -1.17378], [-2.69596, -0.67953, -0.71943], [-4.36440, -0.77241, -1.43758], [1.28061, -2.06634, 2.59401], [2.53650, -2.14282, 1.33464], [1.69757, -3.59869, 1.85318], [0.37015, -3.24121, 0.03683], [0.18541, -1.33613, -1.28619], [1.80228, -1.24721, -0.65376], [2.06703, 0.71283, 2.47140], [1.42207, 1.57329, -1.76860], [2.73678, 1.13303, -0.68239], [0.93896, 3.56493, -0.22434], [2.47358, 3.62793, -1.08494], [-1.02598, 2.35048, -0.42761], [-1.78046, 1.40688, 0.83286], [-1.47533, 0.47944, -2.08454], [-2.85924, 1.32149, -1.45380], [-2.77840, -0.72486, 0.36176], [-2.12534, -1.54592, -1.03773], [-4.73292, -1.95009, -0.92670]], "forces_ev_per_angstrom": [[-0.172, -0.273, 0.023], [0.339, -0.057, -0.171], [-0.336, 0.031, 0.056], [0.183, -0.002, 0.282], [0.116, 0.089, -0.048], [-0.235, 0.065, 0.142], [-0.312, -0.226, 0.301], [-0.090, 0.003, -0.474], [0.162, 0.019, 0.317], [0.218, -0.241, -0.165], [-0.210, 0.106, 0.127], [-0.048, -0.090, 0.001], [-0.061, 0.118, -0.165], [0.056, 0.186, -0.030], [0.089, 0.091, 0.011], [0.027, -0.021, 0.030], [-0.096, -0.050, -0.041], [-0.120, 0.108, -0.027], [0.037, 0.029, -0.094], [0.108, 0.016, -0.194], [0.071, 0.001, -0.126], [0.119, 0.019, -0.093], [-0.080, 0.041, 0.113], [0.084, 0.053, -0.011], [0.029, 0.098, 0.107], [-0.072, -0.025, 0.061], [0.041, -0.059, -0.058], [0.004, 0.045, -0.026], [0.023, 0.084, 0.102], [0.085, -0.042, -0.013], [0.042, -0.113, 0.062]], "largest_force_ev_per_a": 0.49, "e_tot_ha": -1601.25803}

=====

No. 2
{"formula": "C8H18F8N5O16PbS8", "method": "ωB97M-V/def2-TZVPD", "species": ["Pb", "C", "C", "C", "N", "C", "C", "C", "C", "C", "H", "H", "H", "H", "H", "H", "H", "H", "H", "H", "H", "H", "H", "H", "H", "H", "H", "H", "N", "S", "O", "O", "F", "S", "O", "O", "F", "N", "S", "O", "O", "F", "S", "O", "O", "F", "N", "S", "O", "O", "F", "S", "O", "O", "F", "N", "S", "O", "O", "F", "S", "O", "O", "F"], "positions_angstrom": [[1.60591, 1.74207, 0.08943], [-1.90185, -5.28503, 1.45173], [-2.73809, -4.15013, 0.94767], [-2.19654, -3.74507, -0.38746], [-2.69873, -2.31644, -0.83408], [-4.26144, -2.24091, -0.72202], [-1.97557, -1.17685, -0.03209], [-1.80144, 0.06947, -0.90204], [-2.21488, -0.36816, -2.29617], [-2.31087, -1.91878, -2.28484], [-2.26013, -5.71036, 2.38919], [-0.88350, -4.95071, 1.64997], [-1.88235, -6.10194, 0.73036], [-2.91128, -3.32355, 1.63677], [-3.78227, -4.46100, 0.91394], [-2.52593, -4.44183, -1.15825], [-1.10901, -3.68969, -0.43548], [-4.79866, -2.99294, -1.29990], [-4.56667, -1.21062, -0.90491], [-4.57483, -2.38587, 0.31184], [-2.45115, -1.02621, 0.93706], [-0.98157, -1.59777, 0.11917], [-2.45142, 0.80308, -0.42513], [-0.76096, 0.39425, -0.90571], [-3.25603, -0.17717, -2.55625], [-1.63298, -0.01670, -3.14821], [-3.02571, -2.39124, -2.95854], [-1.35584, -2.42135, -2.43791], [1.98948, 0.05981, -1.62168], [1.99434, -0.25503, -3.31854], [0.93470, -1.03301, -3.92517], [3.24298, -0.17714, -4.09065], [1.29883, 1.13928, -3.68913], [2.35299, -1.32355, -1.31118], [3.62677, -1.84199, -1.80432], [1.14092, -2.12915, -1.17371], [2.74019, -1.15097, 0.26953], [1.12397, 3.91505, -0.83303], [1.98040, 5.30343, -0.16940], [1.30653, 5.86335, 0.95380], [2.66308, 6.21425, -1.04710], [3.16302, 4.54515, 0.54666], [0.47976, 4.72996, -1.93338], [1.13943, 4.67918, -3.24220], [-0.44952, 5.79325, -1.51349], [-0.64846, 3.65083, -2.25150], [-0.01690, 1.35041, 1.82520], [-1.32346, 1.88916, 2.39862], [-1.21708, 2.87142, 3.48535], [-2.51171, 1.03959, 2.39623], [-1.74721, 2.75507, 1.11379], [0.14086, 0.20328, 3.06229], [-0.51077, -1.07814, 2.87873], [0.21497, 0.68960, 4.43803], [1.66556, -0.25985, 2.77925], [3.69510, 1.67655, 1.29416], [5.26970, 1.58672, 1.25199], [5.93493, 0.46686, 1.95846], [6.10731, 2.76137, 0.97377], [5.26536, 0.91786, -0.13674], [3.87058, 2.36592, 2.88776], [4.43459, 3.72058, 3.00513], [4.05315, 1.46495, 4.04610], [2.29933, 2.68731, 3.00827]], "forces_ev_per_angstrom": [[0.487, 0.486, 0.111], [0.519, -0.389, 0.855], [-1.193, 0.199, 0.477], [-0.661, 1.868, -1.200], [-1.199, 0.514, -0.310], [1.229, 0.555, 1.155], [0.651, -1.438, 0.153], [-1.004, -0.528, 0.354], [-1.483, -1.548, -0.958], [1.136, -0.945, 0.988], [-0.188, 0.115, -0.021], [0.100, -0.079, -0.143], [0.110, 0.013, -0.099], [1.158, 0.271, 0.241], [-0.124, -0.492, -0.742], [-0.043, 0.084, -0.140], [0.000, 0.105, 0.191], [0.539, 0.183, -0.435], [0.100, -0.165, -0.619], [0.443, -0.182, 0.108], [-0.051, 0.034, -0.195], [-0.098, -0.161, 0.312], [0.272, 0.541, -0.624], [-0.169, -0.033, 0.145], [-0.055, 1.137, 0.305], [0.272, -0.053, 0.314], [-0.090, 0.358, -0.025], [0.231, 0.222, -0.080], [-0.412, 3.950, -5.245], [-0.502, 4.308, -6.833], [0.972, -1.330, 2.104], [-1.999, -0.457, 2.926], [0.697, 0.700, 1.119], [2.779, -9.230, 6.825], [-2.771, 0.589, -0.097], [1.449, 0.024, -0.699], [-0.459, 0.621, -0.814], [3.931, 2.354, 3.410], [1.833, 1.334, 3.301], [-0.639, -0.579, -0.723], [-1.076, -1.507, -0.395], [-0.168, -0.956, -0.675], [-6.427, 0.731, -7.471], [-0.173, 1.267, 2.663], [3.119, -0.774, -0.445], [-0.530, -1.322, 0.134], [1.369, -3.504, 2.160], [-7.685, 6.666, 1.204], [0.209, -2.243, -2.355], [1.995, -0.383, 0.572], [0.979, 0.330, -0.098], [3.879, -4.177, 3.518], [-0.227, 1.815, -0.810], [-0.553, -0.084, -3.022], [-0.876, 1.189, -0.572], [1.119, 1.942, 4.474], [7.947, -3.271, -4.052], [-2.006, 2.750, 0.374], [-2.312, -1.335, 1.297], [-0.527, -0.552, -2.475], [-3.165, 2.381, 5.636], [-0.654, -3.141, -1.012], [0.047, 1.410, -3.467], [-0.050, -0.190, -0.571]], "largest_force_ev_per_a": 11.81, "e_tot_ha": -5970.30524, "charge": -1}

=====

No. 3
{"formula": "C8H18MgO6S2", "method": "ωB97M-V/def2-TZVPD", "species": ["Mg", "C", "O", "O", "O", "C", "S", "O", "C", "H", "H", "H", "H", "H", "H", "C", "S", "O", "C", "H", "H", "H", "H", "H", "H", "C", "C", "O", "C", "H", "H", "H", "H", "H", "H"], "positions_angstrom": [[2.32808, -0.26188, -1.21191], [1.88761, -1.95140, 0.06144], [0.98375, -1.48937, -0.67638], [2.35123, -0.97667, 0.63750], [2.75900, -2.17679, -0.78650], [3.53179, 3.25386, -0.21074], [1.76170, 2.87828, -0.66405], [1.60263, 1.33251, -0.90142], [1.04195, 3.00862, 0.98013], [4.18737, 2.88339, -0.99882], [3.93140, 2.75586, 0.67266], [3.74122, 4.31650, -0.08812], [-0.02990, 3.06896, 0.79149], [1.41086, 3.94943, 1.38867], [1.25197, 2.21764, 1.70009], [-1.73432, -1.82597, -2.37894], [-1.74256, -0.13365, -3.06213], [-1.44305, -0.37371, -4.51361], [-3.60290, -0.00222, -2.93523], [-2.32562, -2.45950, -3.04008], [-1.98573, -1.95331, -1.32600], [-0.68189, -2.10966, -2.37511], [-3.72903, 1.06128, -3.13812], [-3.98034, -0.13144, -1.92086], [-4.04934, -0.71274, -3.63089], [0.10666, -2.18099, 3.33470], [-0.68164, -0.90092, 3.14945], [-0.62645, 0.02305, 3.95056], [-1.60785, -0.86699, 1.95507], [-0.55376, -3.04488, 3.25949], [0.51524, -2.20245, 4.34499], [0.91070, -2.35707, 2.62012], [-1.95817, 0.15445, 1.80671], [-2.46901, -1.51353, 2.12385], [-1.10159, -1.27856, 1.08190]], "forces_ev_per_angstrom": [[0.597, -0.616, -0.505], [1.172, 6.681, -4.428], [-9.814, -2.584, -1.214], [1.925, 2.714, 10.268], [6.392, -7.875, -4.054], [0.327, -0.844, -0.296], [0.848, -1.066, 1.359], [0.501, 2.864, -0.220], [-0.357, 0.767, -0.227], [-0.300, 0.181, -0.472], [-0.775, -0.200, 0.331], [-0.628, 0.108, -0.231], [0.009, 0.047, 0.235], [-0.215, 0.139, -0.002], [0.348, -0.299, -0.531], [1.073, 0.031, 0.286], [-1.565, -1.669, -0.243], [0.056, 0.531, 0.809], [1.179, 0.977, 0.304], [0.072, 0.097, 0.056], [-0.583, 0.463, -0.046], [-0.051, -0.262, -0.503], [-0.629, -0.201, -0.617], [0.321, -0.340, 0.084], [0.087, 0.337, -0.106], [-0.132, -0.233, 0.765], [-0.098, 0.562, 0.619], [0.119, -1.021, -1.044], [0.145, 0.179, 0.125], [-0.192, 0.009, -0.148], [0.177, 0.113, -0.121], [-0.014, 0.358, -0.099], [0.021, -0.113, -0.175], [-0.049, -0.030, 0.199], [0.033, 0.195, -0.158]], "spin_multiplicity": 2, "largest_force_ev_per_a": 10.92, "e_tot_ha": -1763.05290, "charge": 1, "s_squared": 0.758}